#A
C5H3NO | wB97M-V/def2-TZVPD

Positions of all 10 atoms, in Å:
O1 0.903 -1.130 -0.220
C1 0.720 0.059 -0.264
C2 -0.574 0.751 0.215
C3 -1.523 -0.351 0.364
C4 -1.547 -1.552 0.500
C5 1.855 0.832 -0.788
N1 2.844 1.241 -1.226
H1 -0.858 1.604 -0.413
H2 -0.373 1.154 1.216
H3 -1.448 -2.608 0.615

Results
**Lowest unoccupied orbital energy**: -0.50 eV
**Gap between HOMO and LUMO**: 10.06 eV
**SMILES string**: C#CCC(=O)C#N

#B
C5H3NO | wB97M-V/def2-TZVPD

Positions of all 10 atoms, in Å:
N1 3.038 -0.890 -0.067
C1 2.003 -0.375 -0.001
C2 0.750 0.274 0.070
C3 0.308 1.537 0.218
O1 -1.040 1.279 0.127
C4 -1.478 -1.129 -0.185
C5 -0.677 -0.094 -0.032
H1 0.699 2.534 0.370
H2 -2.554 -1.013 -0.239
H3 -1.050 -2.122 -0.260

Results
**Lowest unoccupied orbital energy**: -0.03 eV
**Gap between HOMO and LUMO**: 9.69 eV

#C
C5H3NO | wB97M-V/def2-TZVPD

Positions of all 10 atoms, in Å:
N1 3.119 0.087 -0.363
C1 1.989 -0.022 -0.131
C2 0.568 -0.168 0.130
C3 0.406 1.131 0.383
O1 -1.526 1.062 0.089
C4 -1.660 -0.183 -0.208
C5 -0.532 -0.997 -0.199
H1 0.797 1.737 1.205
H2 -2.650 -0.595 -0.472
H3 -0.513 -2.052 -0.435

Results
**Lowest unoccupied orbital energy**: -0.23 eV
**Gap between HOMO and LUMO**: 9.09 eV

#D
C5H3NO | wB97M-V/def2-TZVPD

Positions of all 10 atoms, in Å:
C1 -2.052 -0.892 0.204
C2 -2.466 0.357 0.360
C3 -0.752 -1.264 -0.036
C4 1.322 0.263 -0.371
C5 2.645 0.366 -0.316
N1 0.128 0.308 -0.174
O1 -2.600 1.478 0.411
H1 -2.823 -1.697 0.355
H2 3.145 0.710 0.681
H3 3.453 0.373 -1.114

Results
**Lowest unoccupied orbital energy**: -0.68 eV
**Gap between HOMO and LUMO**: 7.38 eV

On energetic grounds, #B is preferred over the next structure by 0.646 eV.

#A
C5H3NO | wB97M-V/def2-TZVPD

Positions of all 10 atoms, in Å:
N1 -1.923 -2.329 0.196
C1 -1.448 -1.412 -0.316
C2 -0.400 -0.457 -0.171
C3 0.922 -0.691 -0.376
O1 1.594 0.457 -0.160
C4 0.697 1.390 0.233
C5 -0.549 0.877 0.287
H1 1.493 -1.552 -0.687
H2 1.090 2.370 0.422
H3 -1.475 1.348 0.572

Results
**Lowest unoccupied orbital energy**: 0.59 eV
**Gap between HOMO and LUMO**: 10.06 eV
**SMILES string**: N#Cc1ccoc1

#B
C5H3NO | wB97M-V/def2-TZVPD

Positions of all 10 atoms, in Å:
N1 -2.171 2.260 0.628
C1 -1.405 1.407 0.461
C2 -0.453 0.376 0.211
C3 -0.493 -0.906 0.668
O1 0.548 -1.605 0.177
C4 1.271 -0.757 -0.608
C5 0.714 0.473 -0.619
H1 -1.182 -1.420 1.323
H2 2.125 -1.172 -1.122
H3 1.064 1.352 -1.140

Results
**Lowest unoccupied orbital energy**: 0.78 eV
**Gap between HOMO and LUMO**: 10.46 eV
**SMILES string**: N#Cc1ccoc1

On energetic grounds, #B is preferred over the next structure by 0.597 eV.

#A
C5H3NO | wB97M-V/def2-TZVPD

Positions of all 10 atoms, in Å:
O1 0.890 -0.072 0.942
C1 0.236 -0.743 -0.051
C2 -0.853 -0.052 -0.439
C3 -0.794 1.205 0.219
C4 0.260 1.109 1.096
C5 0.822 -1.890 -0.637
N1 1.242 -2.809 -1.200
H1 -1.603 -0.276 -1.183
H2 -0.838 1.819 -0.663
H3 0.638 1.708 1.917

Results
**Lowest unoccupied orbital energy**: 0.29 eV
**Gap between HOMO and LUMO**: 9.74 eV
**SMILES string**: N#Cc1ccco1

#B
C5H3NO | wB97M-V/def2-TZVPD

Positions of all 10 atoms, in Å:
O1 1.032 -1.968 0.936
C1 0.420 -1.189 0.260
C2 0.612 0.253 0.578
C3 -0.336 1.245 0.081
C4 -1.152 2.059 -0.265
C5 -0.274 -1.641 -0.970
N1 -0.776 -2.084 -1.915
H1 1.654 0.253 0.232
H2 0.660 0.272 1.666
H3 -1.840 2.801 -0.603

Results
**Lowest unoccupied orbital energy**: -0.55 eV
**Gap between HOMO and LUMO**: 10.20 eV
**SMILES string**: C#CCC(=O)C#N

#C
C5H3NO | wB97M-V/def2-TZVPD

Positions of all 10 atoms, in Å:
O1 -2.137 -0.191 -1.032
C1 -1.190 0.223 -0.401
C2 -0.248 -0.837 0.104
C3 1.187 -0.541 0.270
C4 2.349 -0.283 0.473
C5 -1.031 1.667 -0.238
N1 -0.990 2.820 -0.162
H1 -0.683 -1.520 -0.658
H2 -0.651 -1.271 1.026
H3 3.393 -0.067 0.618

Results
**Lowest unoccupied orbital energy**: -0.69 eV
**Gap between HOMO and LUMO**: 10.11 eV
**SMILES string**: C#CCC(=O)C#N

On energetic grounds, #A is preferred over the next structure by 0.389 eV.

#A
C5H10NO2 | wB97M-V/def2-TZVPD

Positions of all 18 atoms, in Å:
C1 -2.677 0.565 0.335
N1 2.246 0.102 0.320
C2 2.332 -1.262 0.779
C3 0.054 1.096 -0.188
C4 1.374 0.229 -0.687
C5 -0.115 -0.141 -0.986
O1 -0.783 -1.119 -0.206
O2 -0.336 -0.118 -2.249
H1 -3.559 -0.078 0.247
H2 -1.569 -0.384 0.153
H3 -2.705 1.380 -0.386
H4 2.047 -2.004 0.028
H5 3.305 -1.507 1.214
H6 1.622 -1.528 1.601
H7 -0.385 1.969 -0.669
H8 -2.646 0.954 1.352
H9 -0.028 1.095 0.884
H10 1.823 0.750 -1.542

Results
**Lowest unoccupied orbital energy**: 1.87 eV
**Gap between HOMO and LUMO**: 5.10 eV
**Total charge**: -1

#B
C5H10NO2 | wB97M-V/def2-TZVPD

Positions of all 18 atoms, in Å:
O1 0.540 2.695 0.626
C1 0.690 1.596 0.149
C2 -0.510 0.795 -0.422
C3 -0.914 -0.428 0.387
C4 -0.001 -1.636 0.157
C5 1.572 -1.384 0.091
O2 2.100 -1.295 -1.153
N1 -1.675 1.629 -0.633
H1 1.691 1.205 -0.098
H2 -0.107 0.502 -1.399
H3 -1.903 -0.738 0.024
H4 -0.987 -0.149 1.447
H5 -0.267 -1.975 -0.853
H6 -0.117 -2.392 0.936
H7 1.970 -2.161 0.783
H8 1.789 -0.413 0.571
H9 -1.463 2.616 -0.677
H10 -2.409 1.534 0.062

Results
**Lowest unoccupied orbital energy**: 3.84 eV
**Gap between HOMO and LUMO**: 6.43 eV
**Total charge**: -1
**SMILES string**: N[C@@H](C=O)CCC[O-]

On energetic grounds, #B is preferred over the next structure by 5.974 eV.

#A
C2H6O2 | wB97M-V/def2-TZVPD

Positions of all 10 atoms, in Å:
C1 1.224 0.202 -1.094
C2 1.351 -0.204 0.169
O1 0.405 -0.005 1.143
H1 2.027 -0.070 -1.753
H2 0.357 0.778 -1.385
H3 2.204 -0.702 0.612
H4 -0.423 0.179 0.665
H5 -2.140 -0.123 -1.096
H6 -3.003 -0.518 0.088
O2 -2.206 0.021 -0.137

Results
**Lowest unoccupied orbital energy**: 0.53 eV
**Gap between HOMO and LUMO**: 9.37 eV
**SMILES string**: C=CO.O

#B
C2H6O2 | wB97M-V/def2-TZVPD

Positions of all 10 atoms, in Å:
C1 1.003 -0.230 -0.473
C2 -0.390 -0.017 0.027
O1 -1.223 -1.038 -0.144
O2 -0.974 1.193 -0.058
H1 1.349 -1.207 -0.154
H2 1.007 -0.202 -1.567
H3 1.679 0.531 -0.093
H4 -0.010 -0.122 2.196
H5 -2.104 -0.811 0.181
H6 -0.337 1.902 0.086

Results
**Lowest unoccupied orbital energy (spin up / spin down)**: 0.65 / 0.52 eV
**Gap between HOMO and LUMO (spin up / spin down)**: 8.20 / 7.78 eV

On energetic grounds, #A is preferred over the next structure by 2.690 eV.

#A
C3H6ClNO2 | wB97M-V/def2-TZVPD

Positions of all 13 atoms, in Å:
C1 -1.386 -0.672 0.025
C2 0.121 -0.855 0.301
C3 0.976 0.179 -0.422
H1 -1.719 -0.633 -1.030
H2 -1.693 0.356 0.399
H3 -1.970 -1.504 0.523
H4 0.514 -1.904 -0.047
H5 0.337 -0.770 1.375
H6 0.849 0.125 -1.483
N1 0.538 1.556 0.029
O1 0.754 1.883 1.184
O2 -0.013 2.257 -0.788
Cl1 2.691 -0.019 -0.066

Results
**Lowest unoccupied orbital energy**: -0.05 eV
**Gap between HOMO and LUMO**: 11.21 eV
**SMILES string**: CC[C@H](Cl)[N+](=O)[O-]

#B
C3H6ClNO2 | wB97M-V/def2-TZVPD

Positions of all 13 atoms, in Å:
C1 -2.166 0.349 -0.270
C2 -1.380 -1.033 0.265
C3 0.049 0.738 0.082
N1 -0.047 -0.694 -0.153
O1 -3.351 0.380 -0.395
O2 -1.285 1.358 -0.304
Cl1 4.386 0.583 -0.152
H1 -1.708 -2.012 -0.127
H2 -1.277 -1.181 1.437
H3 0.170 1.023 1.169
H4 0.761 1.217 -0.523
H5 0.226 -0.964 -1.104
H6 5.620 0.236 0.075

Results
**Lowest unoccupied orbital energy**: 0.57 eV
**Gap between HOMO and LUMO**: 9.83 eV
**SMILES string**: O=C1CNCO1.Cl

#C
C3H6ClNO2 | wB97M-V/def2-TZVPD

Positions of all 13 atoms, in Å:
C1 1.567 -1.298 0.041
C2 0.105 0.307 1.200
C3 0.803 0.044 -0.156
N1 -0.004 0.150 -1.278
O1 0.926 -2.259 -0.662
O2 2.448 -1.510 0.815
Cl1 2.137 1.491 -0.251
H1 -0.589 1.265 1.240
H2 0.723 0.422 1.954
H3 -0.687 -0.429 1.291
H4 -0.958 0.327 -1.024
H5 0.515 -2.000 -1.485
H6 0.225 0.963 -1.847

Results
**Lowest unoccupied orbital energy**: 0.53 eV
**Gap between HOMO and LUMO**: 10.85 eV
**SMILES string**: C[C@@](N)(Cl)C(=O)O

#D
C3H6ClNO2 | wB97M-V/def2-TZVPD

Positions of all 13 atoms, in Å:
C1 -2.158 -2.500 -1.829
C2 -1.110 1.965 -0.881
C3 1.088 -2.205 0.321
N1 -0.867 0.943 -0.174
O1 -2.996 -2.497 -1.061
O2 -1.305 -2.507 -2.571
Cl1 -0.574 -2.632 1.023
H1 -0.693 1.958 -1.828
H2 -1.584 2.972 -0.765
H3 1.677 -2.065 1.159
H4 0.981 -1.385 -0.408
H5 -1.229 1.029 0.749
H6 1.460 -3.099 -0.225

Results
**Lowest unoccupied orbital energy**: 0.78 eV
**Gap between HOMO and LUMO**: 11.20 eV
**SMILES string**: O=C=O.C=N.CCl

On energetic grounds, #C is preferred over the next structure by 0.149 eV.